Formula: C39H37N5O5S2TeV
Source: the OMol25 dataset
Level of theory: ωB97M-V/def2-TZVPD

The geometry in XYZ format:
```
90
Properties=species:S:1:pos:R:3:forces:R:3:lowdin_spin:R:1
V -0.593119 -1.519472 -1.402872 0.66 0.58 0.09 1.148
O -3.963392 -2.391401 -3.168368 -0.02 -0.01 -0.02 0.000
C -4.725130 -1.275210 -3.239303 0.03 0.06 0.00 0.000
C -6.031214 -1.457474 -3.694616 0.01 -0.04 0.00 0.000
C -6.884910 -0.384668 -3.828101 -0.01 0.02 0.00 0.000
C -6.451376 0.900629 -3.511375 -0.02 0.01 -0.01 0.000
C -5.162006 1.086502 -3.062133 0.05 -0.07 0.03 0.000
C -4.273633 0.013323 -2.911329 -0.04 -0.11 -0.03 0.000
C -2.899391 0.284643 -2.423529 -0.01 0.13 0.07 0.002
O -2.189247 -0.758991 -2.003768 -0.30 -0.25 0.03 0.016
N -2.495145 1.503077 -2.403237 -0.25 0.17 -0.13 0.003
N -1.222337 1.684303 -1.913087 0.26 -0.30 0.15 0.000
C -0.828310 2.888400 -1.951215 0.06 0.16 -0.02 0.001
S -1.768308 4.236306 -2.593554 -0.04 0.00 -0.02 0.000
C -0.599320 5.500743 -2.025238 0.01 -0.02 0.00 0.000
C 0.802246 4.928670 -2.121522 -0.01 0.00 0.01 0.000
S 0.767418 3.294855 -1.343841 -0.01 0.00 0.01 0.000
H -3.090126 -2.150366 -2.824647 -0.01 0.01 0.02 0.000
H -6.342655 -2.463849 -3.941921 0.00 0.01 0.00 0.000
H -7.895037 -0.547564 -4.182214 0.00 0.00 0.00 0.000
H -7.118178 1.746049 -3.614046 0.00 0.00 0.00 0.000
H -4.801581 2.073584 -2.810157 0.01 0.01 0.00 0.000
H -0.834410 5.767412 -0.994928 0.00 0.01 0.01 0.000
H -0.721195 6.377353 -2.661039 0.00 0.00 0.00 0.000
H 1.520626 5.539599 -1.575300 0.01 -0.01 0.00 0.000
H 1.123020 4.835592 -3.158930 -0.01 -0.01 -0.01 0.000
O -0.843395 -3.095513 -2.491839 0.11 0.05 -0.10 0.005
N -0.276060 -4.207966 -2.127457 0.12 -0.02 0.14 0.009
N 0.236949 -4.111108 -0.981678 -0.03 0.18 -0.23 0.006
O 0.161832 -2.993796 -0.297821 -0.21 -0.12 0.05 0.011
C 1.019807 -5.188958 -0.444802 -0.03 -0.11 0.13 0.000
C 0.706561 -6.496389 -0.778548 -0.01 0.02 -0.02 0.000
C 1.491355 -7.511873 -0.258300 0.00 0.00 0.00 0.000
C 2.557480 -7.213301 0.579690 0.00 0.00 0.00 0.000
C 2.846195 -5.895121 0.902423 0.01 -0.01 0.00 0.000
C 2.074412 -4.864458 0.390344 -0.03 0.03 0.00 0.000
H -0.131284 -6.705747 -1.428001 0.00 0.00 0.00 0.000
H 1.263802 -8.540321 -0.503411 0.00 0.00 0.00 0.000
H 3.163790 -8.012593 0.984566 0.00 0.00 0.00 0.000
H 3.678583 -5.664117 1.553100 0.00 0.00 0.00 0.000
H 2.279461 -3.828212 0.618403 0.00 0.00 0.00 0.000
C 2.397240 -0.389529 7.986200 0.00 0.00 0.00 0.000
C 2.129346 -0.342047 6.506668 0.00 0.00 -0.02 0.000
C 0.847403 -0.507310 6.000147 0.02 -0.02 0.01 0.000
C 0.585663 -0.465177 4.635953 -0.05 0.04 -0.04 0.000
C -0.839614 -0.613576 4.178141 0.02 0.02 0.02 0.000
C 1.645302 -0.244272 3.741403 0.06 -0.01 -0.04 0.002
Te 1.249873 -0.132132 1.647469 -0.12 0.09 0.10 0.008
N 0.780140 -0.676655 -1.716652 -0.51 -0.61 -0.50 -0.172
C 2.010620 -0.495898 -2.341930 0.35 0.31 0.35 -0.017
O 3.014597 -1.017336 -1.910715 -0.05 -0.05 -0.09 -0.026
C 2.012261 0.451089 -3.496739 -0.03 -0.08 -0.05 -0.004
C 0.843452 0.804037 -4.160825 0.01 0.03 0.00 -0.001
C 0.892946 1.706730 -5.212580 -0.02 0.02 0.00 0.000
C 2.105213 2.264855 -5.591546 0.01 0.00 0.01 0.000
C 3.275341 1.911758 -4.928442 -0.02 0.02 0.00 0.000
C 3.229760 1.001698 -3.887036 0.03 -0.04 0.00 -0.001
C 0.229274 1.723109 1.832268 0.00 -0.01 0.01 0.000
C 0.954251 2.794110 2.347201 0.02 -0.02 -0.01 0.000
C 0.370587 4.041292 2.495894 -0.03 0.02 0.00 0.000
C -0.949649 4.227171 2.110707 0.02 -0.01 0.00 0.000
C -1.673011 3.163023 1.597271 0.02 0.00 -0.02 0.000
C -1.105951 1.896296 1.457312 0.00 -0.03 -0.01 0.000
C -1.953282 0.775728 0.924716 -0.07 -0.03 -0.01 0.003
C 2.948469 -0.076201 4.230865 0.01 -0.04 -0.03 0.001
C 4.164443 0.163278 3.368711 -0.01 -0.01 0.02 0.000
C 3.160805 -0.129257 5.606818 -0.01 0.00 0.01 0.000
H 1.484087 -0.585995 8.546663 0.00 0.00 0.00 0.000
H 2.812404 0.556624 8.337635 0.00 0.00 0.00 0.000
H 3.118354 -1.172159 8.227833 0.00 0.00 0.00 0.000
H 0.023654 -0.674728 6.685908 0.00 0.00 0.00 0.000
H -1.469700 -0.970534 4.992181 0.01 0.01 0.00 0.000
H -0.919984 -1.306843 3.340686 0.00 -0.02 0.00 0.000
H -1.232510 0.350060 3.843064 0.00 -0.02 -0.01 0.000
H -0.103900 0.392124 -3.844935 0.00 -0.03 0.00 0.000
H -0.018404 1.980995 -5.727929 0.00 0.00 0.00 0.000
H 2.139962 2.976291 -6.407187 0.00 0.00 0.00 0.000
H 4.220384 2.348496 -5.224471 0.00 0.00 0.00 0.000
H 4.126661 0.708967 -3.357081 -0.01 0.00 0.00 0.000
H 1.989629 2.648989 2.631590 0.00 0.00 0.00 0.000
H 0.946610 4.863449 2.901565 0.00 0.00 0.00 0.000
H -1.418603 5.197951 2.214572 0.00 0.00 -0.01 0.000
H -2.702827 3.310085 1.292197 0.00 0.00 0.00 0.000
H -2.893815 1.158397 0.528224 -0.01 -0.01 0.03 0.000
H -2.171164 0.029410 1.691114 0.04 0.00 0.01 0.000
H -1.452801 0.285581 0.088994 0.02 0.07 0.09 0.003
H 3.935579 0.171571 2.307459 0.01 0.01 -0.01 0.000
H 4.913324 -0.609724 3.550505 0.00 0.00 0.00 0.000
H 4.622532 1.121495 3.623759 0.00 0.00 -0.01 0.000
H 4.172268 0.002143 5.979979 0.00 0.00 0.00 0.000
```
Positions in Å, forces in eV/Å.

Output
Gap between HOMO and LUMO (alpha / beta) ... 6.74 / 7.02 eV
Expectation value of S² ... 0.793
2S+1 ... 2
Charge ... 0